The molecule C4H6O2. Source: the OMol25 dataset; level of theory: the ωB97M-V functional and the def2-TZVPD basis.

```
! wB97M-V def2-TZVPD RIJCOSX def2/J DEFGRID3
* xyz 0 1
C 1.445 -0.211 -0.604
C 0.288 -0.808 -0.904
C -0.990 -0.122 -0.541
O -2.062 -0.308 -1.075
C -0.841 0.782 0.700
O 0.163 0.344 1.595
H 2.402 -0.717 -0.568
H 1.463 0.833 -0.308
H 0.240 -1.818 -1.303
H -0.581 1.795 0.361
H -1.804 0.832 1.214
H 0.275 -0.603 1.432
*
```

Values from the calculation:
largest force on an atom = 0.65 eV/Å
SMILES = C=CC(=O)CO
E = -8338.612 eV
HOMO level = -9.81 eV

***

The molecule C4H6O2. Source: the OMol25 dataset; level of theory: the ωB97M-V functional and the def2-TZVPD basis.

```
! wB97M-V def2-TZVPD RIJCOSX def2/J DEFGRID3
* xyz 0 1
C 0.603 1.889 0.868
C -0.203 0.816 0.801
C -0.472 -0.586 0.558
O 0.857 -1.243 0.731
C -0.812 -0.597 -0.858
O -0.001 0.131 -1.644
H 1.036 2.774 1.271
H -1.104 -1.211 1.350
H 1.329 -0.966 0.050
H -0.881 -1.621 -1.471
H -1.805 -0.271 -0.702
H -0.125 1.055 -1.412
*
```

Values from the calculation:
largest force on an atom = 10.73 eV/Å
SMILES = C#C[C@H](O)CO
E = -8335.311 eV
HOMO level = -9.95 eV

***

The molecule C4H6O2. Source: the OMol25 dataset; level of theory: the ωB97M-V functional and the def2-TZVPD basis.

```
! wB97M-V def2-TZVPD RIJCOSX def2/J DEFGRID3
* xyz 0 1
O 1.646 -0.973 -1.673
C 0.826 -0.368 -1.032
C 0.985 0.623 0.104
C -0.472 0.399 0.529
O -0.622 -0.158 1.795
C -0.665 -0.522 -0.821
H 1.683 0.276 0.864
H 1.241 1.625 -0.247
H -1.043 1.352 0.483
H -1.553 -0.064 2.037
H -1.341 0.214 -1.199
H -1.041 -1.549 -0.969
*
```

Values from the calculation:
largest force on an atom = 1.89 eV/Å
SMILES = O=C1CC(O)C1
E = -8338.493 eV
HOMO level = -9.61 eV

***

A cluster of 2 separate species, C4H6O2 in total. Source: the OMol25 dataset; level of theory: the ωB97M-V functional and the def2-TZVPD basis.

```
! wB97M-V def2-TZVPD RIJCOSX def2/J DEFGRID3
* xyz 0 1
O 0.750 1.770 0.243
C 0.563 0.597 0.042
C 1.092 -0.554 -0.418
O 2.414 -0.615 -0.772
H 0.564 -1.492 -0.477
H 2.749 0.290 -0.802
C -1.139 -0.120 1.000
C -1.492 0.128 -0.291
H -1.010 -1.133 1.368
H -1.114 0.673 1.739
H -1.736 1.131 -0.625
H -1.641 -0.674 -1.007
*
```

Values from the calculation:
largest force on an atom = 0.61 eV/Å
SMILES = O=C=CO.C=C
E = -8336.965 eV
HOMO level = -7.89 eV

***

A structure of composition C4H6O2. Source: the OMol25 dataset; level of theory: the ωB97M-V functional and the def2-TZVPD basis.

```
! wB97M-V def2-TZVPD RIJCOSX def2/J DEFGRID3
* xyz 0 1
O 0.697 -1.891 0.015
C -0.156 -0.942 0.563
C 0.071 0.524 0.651
C 0.428 1.117 -0.700
O -0.631 0.452 -1.390
C -1.118 -0.143 -0.216
H 1.601 -1.591 0.142
H -0.657 -1.263 1.484
H 0.274 1.046 1.589
H 0.280 2.205 -0.705
H 1.391 0.876 -1.161
H -2.181 -0.390 -0.272
*
```

Values from the calculation:
largest force on an atom = 0.83 eV/Å
E = -8337.203 eV
HOMO level = -9.25 eV

***

A structure of composition C4H6O2. Source: the OMol25 dataset; level of theory: the ωB97M-V functional and the def2-TZVPD basis.

```
! wB97M-V def2-TZVPD RIJCOSX def2/J DEFGRID3
* xyz 0 1
O -1.291 1.569 0.916
C -0.669 0.715 0.035
C 0.962 0.354 -0.440
C 0.452 -1.096 -0.615
C -0.426 -0.654 0.523
O -0.414 -0.959 1.699
H -1.422 1.071 1.745
H -1.116 0.843 -0.953
H 1.256 0.908 -1.332
H 1.760 0.370 0.314
H 1.092 -1.947 -0.400
H -0.088 -1.215 -1.559
*
```

Values from the calculation:
largest force on an atom = 0.74 eV/Å
E = -8338.463 eV
HOMO level = -9.81 eV

***

A structure of composition C4H6O2. Source: the OMol25 dataset; level of theory: the ωB97M-V functional and the def2-TZVPD basis.

```
! wB97M-V def2-TZVPD RIJCOSX def2/J DEFGRID3
* xyz 0 1
O 2.170 0.519 1.353
C 1.929 -0.110 0.375
O 1.194 0.393 -0.914
C 0.070 -0.041 -0.263
C -1.290 -0.439 -0.682
C -1.062 0.740 0.279
H 2.330 -1.037 -0.024
H 0.492 -0.752 0.563
H -1.647 -0.237 -1.687
H -1.653 -1.366 -0.246
H -1.257 1.744 -0.089
H -1.275 0.588 1.334
*
```

Values from the calculation:
largest force on an atom = 3.01 eV/Å
E = -8336.784 eV
HOMO level = -9.93 eV

***

The molecule C4H6O2. Source: the OMol25 dataset; level of theory: the ωB97M-V functional and the def2-TZVPD basis.

```
! wB97M-V def2-TZVPD RIJCOSX def2/J DEFGRID3
* xyz 0 1
C -0.389 1.707 -0.271
C 0.545 -0.735 -0.449
C 0.642 -0.200 0.903
O -0.537 0.365 0.229
C -0.138 -1.998 -0.635
O 0.424 -3.067 -0.448
H -1.396 2.051 -0.506
H 0.056 2.338 0.503
H 0.238 1.685 -1.164
H 0.323 -0.766 1.781
H 1.391 0.562 1.131
H -1.159 -1.942 -1.073
*
```

Values from the calculation:
largest force on an atom = 0.44 eV/Å
E = -8335.500 eV
HOMO level = -8.56 eV

***

The molecule C4H6O2. Source: the OMol25 dataset; level of theory: the ωB97M-V functional and the def2-TZVPD basis.

```
! wB97M-V def2-TZVPD RIJCOSX def2/J DEFGRID3
* xyz 0 1
C -0.099 -0.126 -1.984
C -0.207 -0.960 -0.737
O -0.734 -2.028 -0.618
C -0.089 0.146 0.707
O 0.882 -0.575 0.274
C 0.111 0.739 2.058
H -1.100 0.005 -2.402
H 0.352 0.849 -1.801
H 0.505 -0.682 -2.708
H 1.140 0.612 2.416
H -0.181 1.793 2.057
H -0.581 0.225 2.738
*
```

Values from the calculation:
largest force on an atom = 0.70 eV/Å
E = -8337.196 eV
HOMO level = -8.95 eV

***

The molecule C4H6O2. Source: the OMol25 dataset; level of theory: the ωB97M-V functional and the def2-TZVPD basis.

```
! wB97M-V def2-TZVPD RIJCOSX def2/J DEFGRID3
* xyz 0 1
O 2.151 -0.590 1.276
C 1.991 -0.049 0.206
C 0.648 0.226 -0.395
C -0.519 0.011 0.518
C -1.818 0.134 -0.115
O -1.220 -1.145 -0.104
H 2.866 0.255 -0.406
H 0.225 -0.673 -0.951
H 0.635 1.120 -1.034
H -0.375 -0.096 1.587
H -2.712 0.150 0.491
H -1.873 0.658 -1.073
*
```

Values from the calculation:
largest force on an atom = 2.45 eV/Å
SMILES = O=CC[C@H]1CO1
E = -8337.633 eV
HOMO level = -10.00 eV

***

The molecule C4H6O2. Source: the OMol25 dataset; level of theory: the ωB97M-V functional and the def2-TZVPD basis.

```
! wB97M-V def2-TZVPD RIJCOSX def2/J DEFGRID3
* xyz 0 1
C 1.735 0.441 -0.868
C 0.507 0.351 0.175
O 0.216 1.520 0.284
C -0.673 -0.497 0.916
C -1.804 -0.659 -0.096
O -2.278 -1.716 -0.427
H 1.368 0.156 -1.856
H 2.623 -0.111 -0.589
H 2.037 1.514 -0.977
H -0.536 -1.448 1.444
H -1.037 0.254 1.645
H -2.164 0.298 -0.528
*
```

Values from the calculation:
largest force on an atom = 2.49 eV/Å
SMILES = CC(=O)CC=O
E = -8338.040 eV
HOMO level = -9.52 eV

***

The molecule C4H6O2. Source: the OMol25 dataset; level of theory: the ωB97M-V functional and the def2-TZVPD basis.

```
! wB97M-V def2-TZVPD RIJCOSX def2/J DEFGRID3
* xyz 0 1
C 1.206 1.048 -0.019
C 0.889 -0.428 -0.166
O 1.701 -1.299 -0.032
C -0.510 -0.809 -0.480
C -1.489 -0.480 0.535
O -1.327 0.351 -0.601
H 0.246 1.756 0.358
H 1.460 1.463 -1.096
H 2.119 1.092 0.761
H -0.730 -1.624 -1.225
H -2.378 -1.126 0.505
H -1.187 0.056 1.461
*
```

Values from the calculation:
largest force on an atom = 3.68 eV/Å
SMILES = CC(=O)[C@H]1CO1
E = -8337.884 eV
HOMO level = -9.83 eV

***

The molecule C4H6O2. Source: the OMol25 dataset; level of theory: the ωB97M-V functional and the def2-TZVPD basis.

```
! wB97M-V def2-TZVPD RIJCOSX def2/J DEFGRID3
* xyz 0 1
O 1.728 0.562 1.449
C 1.819 0.222 0.295
C 0.677 -0.330 -0.524
C -0.623 -0.391 0.232
C -1.556 0.733 0.217
O -1.775 -0.715 -0.506
H 2.787 0.295 -0.251
H 0.959 -1.331 -0.878
H 0.565 0.290 -1.425
H -0.601 -0.988 1.144
H -2.222 0.827 1.087
H -1.799 0.766 -0.888
*
```

Values from the calculation:
largest force on an atom = 3.24 eV/Å
SMILES = O=CC[C@H]1CO1
E = -8336.541 eV
HOMO level = -10.04 eV

***

The molecule C4H6O2. Source: the OMol25 dataset; level of theory: the ωB97M-V functional and the def2-TZVPD basis.

```
! wB97M-V def2-TZVPD RIJCOSX def2/J DEFGRID3
* xyz 0 1
C -0.013 -0.794 -0.803
O 1.489 -0.911 -0.784
C 1.603 0.040 0.255
C -0.077 0.239 0.266
C -1.457 0.828 0.376
O -0.878 0.065 1.423
H -0.183 -0.341 -1.772
H -0.693 -1.653 -0.628
H 1.814 -0.459 1.207
H 2.365 0.824 0.071
H -1.673 1.885 0.488
H -2.297 0.276 -0.098
*
```

Values from the calculation:
largest force on an atom = 1.89 eV/Å
SMILES = C1OCC12CO2
E = -8336.247 eV
HOMO level = -9.89 eV

***

The molecule C4H6O2. Source: the OMol25 dataset; level of theory: the ωB97M-V functional and the def2-TZVPD basis.

```
! wB97M-V def2-TZVPD RIJCOSX def2/J DEFGRID3
* xyz 0 1
C 0.605 -1.515 0.205
C 0.072 -0.340 0.902
O 0.398 -0.346 2.094
C -0.828 0.726 0.410
C -0.420 1.529 -0.749
O -1.432 0.551 -0.859
H 0.067 -1.887 -0.698
H 1.669 -1.428 -0.008
H 0.743 -1.766 1.405
H -1.451 1.167 1.186
H 0.515 1.293 -1.257
H -0.749 2.565 -0.795
*
```

Values from the calculation:
largest force on an atom = 3.92 eV/Å
SMILES = CC(=O)[C@H]1CO1
E = -8336.939 eV
HOMO level = -10.14 eV

***

A cluster of 2 separate species, C4H6O2 in total. Source: the OMol25 dataset; level of theory: the ωB97M-V functional and the def2-TZVPD basis.

```
! wB97M-V def2-TZVPD RIJCOSX def2/J DEFGRID3
* xyz 0 1
O 2.583 -1.198 0.593
C 2.318 -0.495 1.447
C -0.304 -0.105 -0.932
C -0.848 -0.662 0.393
O -0.878 0.643 0.986
C -0.296 1.236 -0.183
H -0.167 -1.334 0.932
H 0.670 -0.484 -1.249
H -1.005 -0.154 -1.769
H -1.842 -1.123 0.356
H 0.699 1.651 0.027
H -0.931 2.027 -0.602
*
```

Values from the calculation:
largest force on an atom = 1.42 eV/Å
E = -8338.495 eV
HOMO level = -9.65 eV

***

A cluster of 2 separate species, C4H6O2 in total. Source: the OMol25 dataset; level of theory: the ωB97M-V functional and the def2-TZVPD basis.

```
! wB97M-V def2-TZVPD RIJCOSX def2/J DEFGRID3
* xyz 0 1
C -0.082 -0.973 -1.375
C -1.411 -0.406 0.827
O -1.780 -0.846 1.796
C 0.272 1.489 0.787
C 1.108 0.499 0.487
O 1.093 -0.196 -0.705
H 0.579 -1.549 -1.992
H -0.690 -0.292 -1.987
H -0.803 -1.689 -0.890
H -0.379 1.924 0.033
H 0.256 1.902 1.784
H 1.836 0.138 1.235
*
```

Values from the calculation:
largest force on an atom = 1.71 eV/Å
E = -8337.032 eV
HOMO level = -8.92 eV

***

The molecule C4H6O2. Source: the OMol25 dataset; level of theory: the ωB97M-V functional and the def2-TZVPD basis.

```
! wB97M-V def2-TZVPD RIJCOSX def2/J DEFGRID3
* xyz 0 1
C 1.556 0.311 -0.632
C 0.356 0.696 0.196
O 0.032 1.844 0.398
C -0.495 -0.445 0.758
C -1.788 -0.468 -0.037
O -2.054 -1.318 -0.851
H 1.305 -0.489 -1.337
H 2.342 -0.071 0.031
H 1.937 1.183 -1.167
H -0.009 -1.420 0.681
H -0.714 -0.210 1.805
H -2.467 0.386 0.155
*
```

Values from the calculation:
largest force on an atom = 0.54 eV/Å
SMILES = CC(=O)CC=O
E = -8339.703 eV
HOMO level = -9.94 eV

***

The molecule C4H6O2. Source: the OMol25 dataset; level of theory: the ωB97M-V functional and the def2-TZVPD basis.

```
! wB97M-V def2-TZVPD RIJCOSX def2/J DEFGRID3
* xyz 0 1
O 1.825 -0.059 -0.252
C 0.844 -0.568 0.587
C -0.464 0.216 0.815
C -0.606 1.050 -0.443
O -0.503 -0.147 -1.280
C -0.415 -0.965 -0.102
H 1.368 -0.052 -1.120
H 1.254 -1.158 1.404
H -1.076 0.321 1.706
H -1.556 1.556 -0.621
H 0.229 1.742 -0.606
H -0.900 -1.935 -0.089
*
```

Values from the calculation:
largest force on an atom = 0.57 eV/Å
SMILES = O[C@H]1[C@H]2CO[C@@H]12
E = -8337.451 eV
HOMO level = -9.43 eV

***

The molecule C4H6O2. Source: the OMol25 dataset; level of theory: the ωB97M-V functional and the def2-TZVPD basis.

```
! wB97M-V def2-TZVPD RIJCOSX def2/J DEFGRID3
* xyz 0 1
O -1.213 -1.281 0.500
C -0.923 -0.131 -0.232
C -0.097 0.823 0.623
C 1.325 0.535 0.187
O 2.368 0.883 0.713
C 1.370 -0.164 -1.080
H -1.762 -1.866 -0.036
H -1.814 0.332 -0.675
H -0.238 0.605 1.685
H -0.347 1.874 0.449
H -0.280 -0.376 -1.157
H 1.610 -1.233 -0.979
*
```

Values from the calculation:
largest force on an atom = 0.39 eV/Å
E = -8335.802 eV
HOMO level = -9.18 eV

***

In eV, the orbital gap values for the records above are, in order, 9.92, 10.72, 10.19, 8.81, 10.07, 10.69, 10.86, 9.22, 9.60, 10.99, 10.08, 10.74, 11.03, 10.88, 10.95, 10.77, 9.79, 10.60, 10.44, 8.50.
In eV, the LUMO values for the records above are, in order, 0.105, 0.774, 0.574, 0.922, 0.825, 0.882, 0.929, 0.653, 0.645, 0.998, 0.560, 0.909, 0.992, 0.987, 0.809, 1.118, 0.864, 0.658, 1.008, -0.678.
In kJ/mol, the energy above the lowest of the compared OMol25 structures with the same formula, charge and spin values for the records above are, in order, 178.4, 496.9, 189.9, 337.4, 314.4, 192.8, 354.8, 478.7, 315.0, 272.9, 233.6, 248.7, 378.2, 406.6, 339.8, 189.7, 330.9, 73.2, 290.5, 449.6.